Molecular formula: C64H153N11O11
Method: DFT, ωB97M-V/def2-TZVPD

The calculation puts the HOMO energy at -7.59 eV. The gap between HOMO and LUMO comes out at 8.1 eV. For the energy above the lowest of the compared OMol25 structures with the same formula, charge and spin, the calculation gives 503.0 kJ/mol. Its LUMO energy is 0.5 eV. The SMILES is CC1(C)CCCC(C)(C)N1O.CC1(C)CCCC(C)(C)N1O.CC1(C)CCCC(C)(C)N1O.CC1(C)CCCC(C)(C)N1O.COC[C@H](C)N.COC[C@H](C)N.COC[C@H](C)N.COC[C@H](C)N.COC[C@H](C)N.COC[C@H](C)N.COC[C@H](C)N.

Geometry as XYZ:
```
239
Properties=species:S:1:pos:R:3:forces:R:3:lowdin_charge:R:1
C 4.773 1.694 -0.153 -1.15 0.42 0.53 -0.0336
C 5.648 0.666 0.507 0.44 -1.32 -0.48 -0.4723
C 5.546 -0.755 -0.132 0.59 -0.03 -0.04 -0.0109
C 7.101 1.182 0.247 -0.46 -1.32 -0.52 -0.1536
C 8.113 0.667 1.201 -0.30 0.84 1.92 -0.1900
C 7.662 1.016 2.635 0.36 -0.76 -0.41 -0.1301
C 6.277 0.402 3.028 0.00 0.67 1.29 -0.4596
C 6.488 -1.100 3.391 -0.37 0.56 -0.92 -0.0213
C 5.850 1.226 4.321 -0.64 -0.53 -0.26 -0.0376
N 5.304 0.554 1.940 1.22 1.64 0.59 -0.1046
O 4.052 -0.025 2.248 0.55 -0.04 -0.46 -0.0182
H 3.726 1.399 -0.089 -0.16 -0.14 -0.47 0.0696
H 4.820 2.599 0.453 0.19 0.19 -0.01 0.0891
H 5.067 1.969 -1.166 -0.09 -0.36 -0.08 0.0823
H 4.568 -1.235 -0.177 -0.21 0.46 0.10 0.0704
H 6.005 -0.785 -1.120 -0.32 0.24 -0.29 0.0757
H 6.179 -1.436 0.437 0.00 -0.03 0.23 0.0657
H 7.464 0.745 -0.684 -0.68 0.24 -0.61 0.1135
H 7.134 2.261 0.098 -0.02 0.07 0.49 0.1215
H 8.227 -0.417 1.233 0.11 -0.03 -0.76 0.1071
H 9.045 1.162 0.929 0.35 -0.34 0.40 0.1162
H 7.711 2.089 2.819 -0.29 0.06 -0.07 0.1166
H 8.399 0.540 3.282 -0.07 0.19 0.44 0.1116
H 7.117 -1.212 4.275 0.42 -0.14 -0.43 0.0854
H 6.841 -1.454 2.423 0.99 -0.68 0.49 0.0578
H 5.622 -1.748 3.530 -0.56 0.69 0.28 0.0692
H 5.521 2.251 4.151 0.01 0.02 -0.65 0.0705
H 6.611 1.341 5.092 0.50 -0.44 -0.28 0.0750
H 5.023 0.737 4.836 -0.20 -0.19 -0.07 0.0649
H 3.559 0.742 2.546 -0.40 0.06 -0.10 0.0448
C 0.438 -5.453 4.432 -0.13 -0.43 -1.14 -0.0190
C 0.575 -4.606 3.106 0.27 1.19 1.07 -0.4291
C -0.534 -3.492 3.208 0.12 -0.56 -0.89 -0.0363
C 1.964 -3.876 3.066 0.23 -1.05 1.44 -0.1309
C 3.167 -4.827 2.879 -1.69 0.19 -1.03 -0.1735
C 2.819 -5.462 1.551 1.21 -0.58 -0.92 -0.1718
C 1.471 -6.196 1.334 0.30 -1.71 0.64 -0.4310
C 1.318 -6.499 -0.206 -0.22 0.94 1.30 -0.0190
C 1.628 -7.607 2.083 0.52 0.78 -0.24 -0.0294
N 0.371 -5.322 1.804 3.18 1.66 0.73 -0.1254
O -0.829 -5.931 1.809 -1.39 -1.82 0.17 -0.0351
H -0.606 -5.710 4.610 -0.05 -0.18 -0.25 0.0716
H 1.000 -6.379 4.314 -0.03 0.00 0.28 0.0560
H 0.748 -4.957 5.352 0.35 0.38 -0.30 0.0789
H -1.512 -3.960 3.324 -0.02 -0.06 0.40 0.0630
H -0.384 -2.747 3.989 0.21 -0.33 0.27 0.0736
H -0.636 -2.929 2.280 0.37 0.09 -0.25 0.0611
H 1.907 -3.136 2.268 0.35 0.15 0.16 0.1009
H 2.196 -3.474 4.052 -0.84 0.93 0.04 0.1076
H 4.118 -4.301 2.806 -0.10 0.26 -0.17 0.1056
H 3.330 -5.568 3.662 -0.52 0.03 0.26 0.1055
H 3.661 -6.124 1.353 -0.25 -0.63 -0.58 0.1187
H 2.913 -4.686 0.791 -0.16 0.21 -0.10 0.1076
H 0.273 -6.671 -0.463 -0.02 0.03 0.06 0.0730
H 1.897 -7.367 -0.521 0.14 0.20 0.09 0.0759
H 1.671 -5.580 -0.675 -0.12 -0.17 -0.58 0.0598
H 2.251 -7.483 2.968 -0.43 0.12 0.43 0.0533
H 2.283 -8.242 1.486 -0.22 -0.05 -0.42 0.0656
H 0.728 -8.177 2.316 -0.13 0.37 -0.05 0.0774
H -1.432 -5.237 1.535 -0.99 0.03 -0.46 0.0263
C -4.170 -0.224 -2.485 -0.05 -1.28 1.47 -0.0705
C -3.961 0.847 -3.499 2.18 0.14 -3.23 -0.4412
C -2.482 0.612 -4.169 -1.06 0.78 0.77 0.0142
C -5.017 0.556 -4.641 0.98 1.63 0.09 -0.1059
C -5.085 1.752 -5.629 0.72 -0.18 0.11 -0.1927
C -5.268 3.118 -4.982 0.03 -1.96 1.06 -0.1534
C -4.256 3.436 -3.829 -1.33 0.43 -0.22 -0.4291
C -2.950 3.968 -4.455 -0.47 0.56 0.55 -0.0327
C -5.038 4.602 -2.990 1.75 -1.77 -0.21 -0.0113
N -4.029 2.219 -2.994 -2.93 0.31 -1.90 -0.1186
O -3.187 2.395 -1.918 0.59 0.18 0.18 -0.0316
H -4.982 -0.080 -1.773 -0.54 0.34 -0.34 0.0764
H -4.342 -1.171 -2.996 -0.31 0.05 -0.29 0.0856
H -3.377 -0.526 -1.800 0.76 0.71 -0.14 0.0667
H -1.731 1.028 -3.498 0.02 -0.68 0.53 0.0488
H -2.325 -0.438 -4.416 0.21 0.05 0.11 0.0712
H -2.277 1.243 -5.034 -0.67 -0.27 -0.43 0.0576
H -4.717 -0.326 -5.206 0.25 -0.09 0.20 0.1119
H -5.969 0.294 -4.180 -0.29 0.42 -0.04 0.1117
H -4.162 1.940 -6.177 0.38 -1.15 -0.23 0.0930
H -5.847 1.569 -6.386 -0.14 0.12 0.02 0.1080
H -6.245 2.974 -4.521 -0.40 1.24 -0.08 0.1152
H -5.134 3.818 -5.808 -0.64 0.56 0.51 0.1233
H -2.177 4.112 -3.700 0.29 -0.76 0.01 0.0731
H -3.043 4.994 -4.811 -0.53 0.02 -0.37 0.0800
H -2.688 3.326 -5.296 0.50 0.09 0.23 0.0671
H -5.828 4.189 -2.362 0.18 -0.33 0.03 0.0633
H -5.525 5.341 -3.626 0.54 0.05 -0.20 0.0734
H -4.233 4.990 -2.366 -0.41 0.66 0.24 0.0618
H -3.711 1.854 -1.324 0.54 0.11 1.72 0.0398
C -1.046 -3.465 -5.161 0.26 -0.65 -0.07 -0.0296
C 0.371 -3.983 -4.802 0.43 0.14 0.79 -0.4739
C 0.260 -5.182 -3.854 0.02 -0.31 -0.38 -0.0303
C 1.105 -4.429 -6.096 0.41 -0.45 -0.27 -0.1155
C 2.647 -4.424 -6.099 -0.07 -0.40 -0.24 -0.2040
C 3.193 -3.149 -5.537 -0.37 -0.08 0.95 -0.1365
C 2.568 -2.823 -4.141 0.78 1.79 0.19 -0.4513
C 3.228 -3.715 -3.066 -0.34 -0.02 0.86 -0.0289
C 2.916 -1.320 -3.799 0.43 -0.39 1.43 -0.0314
N 1.104 -2.857 -4.164 0.43 -0.32 -2.40 -0.1144
O 0.554 -2.478 -2.947 -0.25 -0.53 0.53 -0.0245
H -1.567 -3.020 -4.314 0.33 0.29 0.03 0.0620
H -0.988 -2.798 -6.021 -0.05 0.30 0.24 0.0781
H -1.686 -4.297 -5.453 0.09 -0.23 -0.18 0.0779
H -0.409 -5.886 -4.350 -0.39 -0.11 0.42 0.0818
H 1.190 -5.742 -3.758 0.25 0.26 0.05 0.0704
H -0.065 -4.890 -2.856 -0.22 -0.09 -0.12 0.0649
H 0.977 -5.492 -6.297 -1.12 -0.06 0.15 0.1118
H 0.658 -3.902 -6.939 0.35 0.24 -0.11 0.1086
H 3.005 -5.363 -5.677 0.03 0.18 0.94 0.1046
H 3.055 -4.565 -7.101 -0.42 0.29 -0.46 0.1083
H 2.986 -2.430 -6.330 -0.07 0.68 0.48 0.1206
H 4.268 -3.179 -5.358 0.09 -0.01 -0.22 0.1180
H 2.834 -3.497 -2.073 -0.77 0.05 -0.03 0.0664
H 4.276 -3.531 -2.829 0.35 0.08 -0.92 0.0795
H 3.072 -4.782 -3.224 0.13 0.03 -0.19 0.0676
H 2.437 -0.520 -4.364 0.29 -0.40 -0.77 0.0822
H 3.979 -1.179 -3.604 0.49 -0.01 -1.22 0.0757
H 2.662 -1.015 -2.784 -0.91 -0.63 0.35 0.0473
H 0.438 -1.532 -3.063 -0.15 0.51 0.31 0.0707
C -1.064 3.438 6.381 0.26 -1.52 -0.01 -0.0959
O 0.095 3.101 5.646 0.73 0.77 -0.34 -0.1948
C 0.027 1.985 4.762 -1.19 0.08 1.61 -0.2092
C 1.416 1.585 4.390 1.31 -1.21 -0.42 -0.3815
C 2.019 2.634 3.468 -0.64 -0.18 -0.47 -0.0331
N 1.408 0.217 3.762 -0.32 1.02 -0.26 0.0617
H -1.944 3.430 5.737 -0.18 0.62 -0.06 0.0692
H -0.896 4.331 6.983 -0.02 0.23 -0.62 0.0926
H -1.235 2.643 7.107 -0.20 -0.26 0.27 0.0820
H -0.445 1.171 5.313 -0.08 -0.41 0.14 0.1139
H -0.658 2.192 3.940 0.19 0.16 -0.54 0.1197
H 2.031 1.533 5.289 -0.22 0.22 0.38 0.1385
H 1.795 3.617 3.880 0.34 0.03 0.05 0.0744
H 1.482 2.558 2.522 -0.01 0.12 -0.28 0.0783
H 3.081 2.539 3.241 0.11 -0.02 0.31 0.0641
H 0.752 -0.435 4.167 -0.12 0.14 0.24 0.0677
H 2.302 -0.252 3.717 0.17 0.19 0.19 0.0577
C -4.529 -0.761 7.345 -1.10 0.37 -0.97 -0.0735
O -4.396 -1.397 6.061 3.14 0.09 2.82 -0.1941
C -5.117 -0.899 5.008 -0.81 0.97 -0.34 -0.2388
C -4.239 -0.792 3.738 -0.05 -1.04 0.41 -0.3655
C -3.051 0.238 3.777 -0.81 -0.50 0.29 -0.0248
N -5.046 -0.628 2.537 0.38 0.99 -0.08 0.0424
H -4.376 0.313 7.244 0.13 0.16 -0.01 0.0799
H -3.900 -1.122 8.159 0.40 -0.51 -0.71 0.0855
H -5.559 -0.910 7.670 -0.24 0.08 0.23 0.0808
H -5.949 -1.590 5.143 -0.76 -0.15 -2.18 0.1322
H -5.569 0.086 5.122 0.13 0.53 0.70 0.1197
H -3.800 -1.788 3.674 0.57 -0.14 0.13 0.1241
H -2.312 -0.099 4.504 -0.04 0.06 0.06 0.0662
H -3.334 1.268 3.995 -0.44 0.03 0.35 0.0641
H -2.543 0.331 2.817 -0.09 -0.59 -0.12 0.0404
H -4.482 -1.073 1.827 -0.59 -0.06 -0.47 0.0632
H -5.958 -1.062 2.553 0.20 -0.33 0.22 0.0692
C -1.459 4.074 0.154 0.82 0.51 0.08 -0.0874
O -0.447 4.924 0.735 -0.54 0.20 0.09 -0.1986
C -0.862 5.431 2.024 0.59 -0.15 -0.34 -0.1760
C 0.324 6.204 2.724 -1.79 -0.99 -1.25 -0.4252
C -0.022 6.682 4.102 -0.60 0.58 1.13 -0.0693
N 0.752 7.339 1.922 0.42 -0.50 -0.04 0.0469
H -1.618 3.218 0.811 -0.09 -0.16 0.00 0.0596
H -1.119 3.745 -0.828 0.26 -0.07 0.19 0.0733
H -2.412 4.571 -0.028 -0.09 0.30 0.32 0.0820
H -1.734 6.067 1.872 -0.24 0.20 0.16 0.1241
H -1.143 4.539 2.585 -0.20 0.03 0.58 0.1026
H 1.066 5.407 2.706 0.63 0.43 0.37 0.1186
H -0.787 7.454 4.185 -0.23 0.46 -1.08 0.0746
H 0.826 7.199 4.551 0.24 -0.54 0.21 0.0833
H -0.515 5.986 4.781 0.82 -0.78 -0.01 0.0609
H 0.017 8.032 1.914 -0.16 0.15 -0.01 0.0705
H 0.825 6.971 0.984 0.18 0.29 -0.41 0.0639
C -6.785 -2.589 0.292 -3.27 0.65 0.89 -0.1689
O -5.509 -2.790 0.707 1.83 -0.60 -0.29 -0.1803
C -4.684 -3.211 -0.364 2.07 0.46 -1.01 -0.1604
C -3.181 -3.489 0.062 -1.33 -1.09 0.68 -0.3836
C -2.170 -3.824 -1.003 -1.06 0.25 -1.45 -0.0522
N -3.186 -4.646 0.955 0.14 0.48 1.37 0.0389
H -7.007 -1.782 -0.406 0.74 0.06 -0.54 0.0941
H -7.404 -2.311 1.145 0.35 0.47 0.63 0.0831
H -7.406 -3.445 0.029 0.75 -0.79 -0.82 0.0924
H -5.130 -4.070 -0.865 0.10 -0.41 0.10 0.1284
H -4.590 -2.441 -1.130 -0.51 0.40 -0.08 0.0910
H -2.806 -2.615 0.594 -0.14 0.05 0.38 0.1313
H -1.268 -4.320 -0.645 0.07 0.63 0.39 0.0749
H -1.995 -2.932 -1.604 0.58 -0.11 -0.12 0.0659
H -2.604 -4.562 -1.679 -0.17 -0.14 -0.27 0.0854
H -3.691 -5.431 0.569 0.02 -0.10 -0.39 0.0976
H -3.713 -4.377 1.774 -0.12 -0.19 0.39 0.0827
C 0.950 1.669 -2.598 0.52 1.76 0.51 -0.1278
O 0.547 0.402 -2.206 -1.66 -0.31 0.37 -0.2070
C -0.397 0.423 -1.067 1.39 -0.40 0.11 -0.1299
C 0.458 0.240 0.185 -1.27 0.32 -0.04 -0.4212
C 1.199 -1.038 0.195 1.03 -1.65 0.77 -0.0559
N -0.433 0.300 1.371 0.51 -0.57 -1.01 0.0748
H 0.146 2.310 -2.959 -0.41 -0.15 -0.23 0.0762
H 1.769 1.744 -3.313 -0.14 -0.97 -0.36 0.0827
H 1.381 2.216 -1.760 -0.03 0.13 0.50 0.0842
H -1.008 1.304 -0.872 0.29 0.67 -1.02 0.0963
H -1.140 -0.362 -1.205 0.36 -0.44 -0.10 0.1129
H 1.167 1.068 0.224 0.18 0.30 -0.21 0.1221
H 1.866 -1.250 -0.641 -0.42 0.24 -0.41 0.0666
H 0.528 -1.878 0.372 -0.30 -0.11 -0.50 0.0751
H 1.873 -1.134 1.046 0.08 0.50 0.34 0.0524
H 0.217 0.522 2.112 -0.44 0.12 0.78 0.0154
H -1.152 0.995 1.228 0.12 0.38 0.21 0.0295
C 2.226 4.947 -4.159 -1.06 0.98 1.05 -0.1524
O 3.367 4.142 -4.054 -0.36 -0.44 -1.24 -0.1710
C 4.018 4.155 -5.334 1.28 0.30 1.00 -0.1648
C 5.273 3.219 -5.328 -1.53 -1.10 -1.43 -0.4507
C 6.418 3.406 -4.413 -0.19 1.30 1.92 -0.0613
N 5.851 3.184 -6.638 0.52 0.55 -2.35 0.0060
H 1.591 4.873 -3.276 0.49 -0.20 0.49 0.0813
H 1.477 4.776 -4.932 0.51 -0.80 -0.80 0.0856
H 2.474 6.004 -4.258 0.33 0.22 -0.01 0.0871
H 3.310 3.935 -6.133 -0.03 -0.77 -0.06 0.1183
H 4.281 5.191 -5.549 0.56 0.25 0.02 0.1201
H 4.883 2.203 -5.267 -0.44 -0.17 1.34 0.1302
H 7.315 2.870 -4.724 -0.34 -0.49 0.26 0.0806
H 6.056 3.181 -3.410 0.57 -0.41 0.22 0.0710
H 6.757 4.439 -4.329 -0.20 0.30 -0.34 0.0869
H 5.263 2.686 -7.292 -0.48 0.25 -0.21 0.0723
H 6.667 2.590 -6.631 0.31 0.18 0.19 0.0638
C -4.252 4.509 3.906 0.51 -0.99 0.01 -0.0953
O -4.198 3.876 2.643 1.17 0.06 -0.15 -0.2083
C -5.357 3.273 2.133 -0.58 1.14 0.05 -0.2011
C -5.111 2.735 0.737 0.86 -0.28 0.18 -0.4379
C -6.361 2.131 0.179 -0.46 0.70 -0.98 -0.0505
N -4.106 1.690 0.748 0.52 -0.32 0.50 0.0678
H -3.230 4.816 4.130 -0.02 0.26 -0.17 0.0667
H -4.479 3.755 4.660 -0.42 0.02 0.31 0.0803
H -4.917 5.367 4.000 -0.25 -0.02 -0.33 0.0904
H -5.740 2.459 2.749 0.04 -0.17 0.39 0.1263
H -6.080 4.089 2.109 -0.73 -0.16 -0.19 0.1285
H -4.584 3.473 0.132 -0.98 0.72 -0.30 0.1254
H -7.120 2.913 0.156 -0.47 -0.32 0.10 0.0845
H -6.672 1.233 0.714 -0.09 0.24 0.40 0.0782
H -6.216 1.807 -0.851 0.17 0.11 -0.14 0.0635
H -4.477 0.981 1.365 -0.08 -0.71 0.13 0.0221
H -3.380 2.107 1.313 0.78 -0.12 -0.02 0.0426
```
Forces are in eV/Å.